1.
The following is a quantum chemistry calculation of a cluster of 2 separate species, C3H10N2O2 in total in a non-equilibrium geometry, from the OMol25 dataset.

Computed properties:
SMILES string: CCNC(N)=O.O
HOMO-LUMO gap (eV): 10.0
HOMO energy (Ha): -0.3425
ΔE to the lowest compared entry with this formula, charge and spin (kcal per mole): 52.6
Net charge: 0

Structure (XYZ):
```
17
Properties=species:S:1:pos:R:3:lowdin_charge:R:1
C 1.4325 -0.7892 -1.6888 -0.072
C 1.0195 -1.0167 -0.1110 -0.226
N -0.1816 -0.2990 0.3443 0.016
C -1.3260 -0.1859 1.1865 -0.539
N -1.8906 -1.3391 1.7450 0.147
O -1.9129 0.9178 1.2566 -0.003
H 2.1144 0.1642 -1.8837 0.102
H 0.3894 -0.6990 -2.1213 0.074
H 1.9838 -1.6593 -2.0071 0.039
H 0.7153 -2.0586 -0.0616 0.085
H 1.8566 -0.8270 0.6118 0.111
H -0.4758 0.5136 -0.2695 0.133
H -2.7231 -1.1111 2.0821 0.023
H -2.0084 -2.2111 1.1921 0.120
O 0.6194 3.4355 0.1244 -0.122
H 0.7760 3.9165 -0.7022 0.023
H -0.3885 3.2483 0.3024 0.089
```

2.
The following is a quantum chemistry calculation of an isolated molecule of C21H30N4O in a non-equilibrium geometry, from the OMol25 dataset.

Computed properties:
SMILES string: CC(C)=CCN1CCN(Cc2cccn2-c2ccccn2)C[C@@H]1CCO
HOMO-LUMO gap (eV): 8.7
HOMO energy (Ha): -0.2919
ΔE to the lowest compared entry with this formula, charge and spin (kcal per mole): 68.4
Net charge: 0

Structure (XYZ):
```
56
Properties=species:S:1:pos:R:3:lowdin_charge:R:1
C 2.3534 3.2888 -3.4812 -0.049
C 1.3069 2.2681 -3.8090 -0.341
C 0.5981 2.5147 -5.1085 -0.068
C 0.9954 1.2265 -3.0452 -0.072
C 1.6081 0.8728 -1.7199 -0.182
N 0.9733 1.6166 -0.6300 -0.139
C -0.4241 1.2609 -0.4313 -0.140
C -0.6196 -0.0671 0.3062 -0.161
N 0.0691 0.0095 1.5808 -0.149
C -0.2614 -1.0745 2.4949 -0.124
C 0.0419 -2.4518 1.9883 -0.197
C 1.2706 -3.0391 1.8471 -0.048
C 1.0823 -4.3307 1.3069 -0.073
C -0.2583 -4.5050 1.1584 -0.089
N -0.9073 -3.3645 1.5676 0.011
C -2.2935 -3.2583 1.6198 -0.241
C -3.0772 -4.3958 1.8496 0.002
C -4.4507 -4.2571 1.8699 -0.062
C -5.0099 -3.0013 1.6747 -0.066
C -4.1486 -1.9367 1.4775 -0.127
N -2.8339 -2.0587 1.4460 0.116
C 1.4868 0.2056 1.3598 -0.149
C 1.7044 1.5436 0.6319 -0.296
C 1.3251 2.7065 1.5673 -0.127
C 1.1292 4.0388 0.8266 -0.263
O 2.0555 4.2423 -0.2076 -0.080
H 2.8734 3.5940 -4.3878 0.081
H 1.8900 4.1764 -3.0516 0.089
H 3.0847 2.9145 -2.7713 0.072
H -0.2006 1.7955 -5.2701 0.073
H 0.1740 3.5180 -5.1165 0.082
H 1.3001 2.4465 -5.9395 0.080
H 0.2191 0.5538 -3.3869 0.103
H 2.6704 1.1348 -1.7152 0.116
H 1.5366 -0.2170 -1.5801 0.113
H -0.9152 1.2311 -1.4049 0.116
H -0.8870 2.0524 0.1618 0.116
H -1.6801 -0.2369 0.4927 0.102
H -0.2449 -0.9044 -0.3099 0.125
H 0.3082 -0.8996 3.4137 0.127
H -1.3265 -0.9887 2.7179 0.106
H 2.2118 -2.6004 2.1149 0.103
H 1.8495 -5.0377 1.0601 0.094
H -0.7975 -5.3350 0.7477 0.111
H -2.6173 -5.3539 2.0301 0.107
H -5.0798 -5.1174 2.0464 0.109
H -6.0779 -2.8557 1.6841 0.100
H -4.5188 -0.9302 1.3318 0.111
H 1.9959 0.2349 2.3260 0.129
H 1.9296 -0.6091 0.7599 0.115
H 2.7710 1.6355 0.3934 0.147
H 0.4101 2.4560 2.1031 0.108
H 2.1288 2.8108 2.2978 0.116
H 0.1088 4.0896 0.4215 0.107
H 1.2592 4.8713 1.5233 0.115
H 1.9090 3.5167 -0.8330 0.039
```

3.
The following is a quantum chemistry calculation of a cluster of 2 separate species, C3H7NO in total in a non-equilibrium geometry, from the OMol25 dataset.

Computed properties:
HOMO-LUMO gap (spin up / spin down) (eV): 9.9 / 7.3
HOMO energy (spin up / spin down) (Ha): -0.3269 / -0.2563
ΔE to the lowest compared entry with this formula, charge and spin (kcal per mole): 115.5
Net charge: 0

Structure (XYZ):
```
12
Properties=species:S:1:pos:R:3:lowdin_charge:R:1
C -1.8639 -0.8289 -1.4824 -0.196
C 1.1270 0.9803 0.3084 -0.146
C 0.8464 -0.4546 0.6044 -0.237
N -0.8758 -0.1102 -1.3823 0.086
O 0.2929 -0.6534 1.8254 -0.003
H -2.5057 -0.6265 -2.3830 0.072
H -2.2139 -1.6027 -0.8859 0.033
H 1.1906 1.3760 -0.7088 0.059
H 2.0513 1.3224 0.7624 0.061
H 0.3490 1.6414 0.8618 0.102
H 1.4976 -1.1933 0.1960 0.094
H 0.1044 0.1494 2.2838 0.076
```

- Look up the net charge of the second one.
  0

- ΔE to the lowest compared entry with this formula, charge and spin of number 2 (C21H30N4O)?
  68.4 kcal per mole